The following is a quantum chemistry calculation of a 2-piece molecular cluster, C30H30N4O4 overall at a distorted geometry, from the Open Molecules 2025 dataset.

```
! wB97M-V def2-TZVPD RIJCOSX def2/J DEFGRID3
* xyz 0 1
H -3.82 -2.55 -2.40
H -3.96 0.14 4.65
H -4.14 -3.54 -0.97
H -2.50 -2.39 0.35
C 3.01 -0.60 -1.69
H 3.24 -2.32 -2.94
C 4.12 0.22 -1.44
C 4.05 1.61 -1.23
C -2.55 -2.09 -0.71
H 2.73 3.26 -0.90
C 0.76 -0.71 2.23
C 5.77 -1.58 -1.65
C -3.01 -0.04 4.14
C 1.78 0.04 -1.73
O 2.87 -0.09 1.61
H 6.95 0.95 -2.17
H 5.67 2.87 -1.84
H -0.21 -0.58 -0.39
H -4.84 2.61 -2.36
H 2.46 -2.62 -1.39
O -3.32 2.04 5.73
H -1.38 -2.29 2.12
N -4.67 -0.23 -1.19
H -5.32 -1.72 0.14
C -3.40 0.21 -1.08
H 5.59 2.58 -0.10
H -3.65 -1.83 3.14
H 4.85 -3.52 -1.61
H 0.93 -1.64 1.68
H 6.67 -1.82 -1.06
H 6.03 -1.69 -2.72
C -1.95 0.86 4.33
H 0.12 1.36 3.80
C 2.81 2.20 -1.14
H -6.29 0.75 -2.14
C -2.82 -1.15 3.31
C -2.08 2.20 -1.16
C 0.37 2.02 -1.05
C -0.90 1.40 -0.97
H -1.99 3.28 -1.29
C 4.61 -2.51 -1.28
C -0.49 -0.48 2.89
C -4.71 2.12 -1.38
H -4.96 2.85 -0.61
C -5.61 0.87 -1.27
C -0.70 0.66 3.70
H -6.24 0.91 -0.37
N 1.80 0.17 2.25
C -1.07 0.00 -0.71
O -1.22 2.70 5.54
C -1.57 -1.39 2.72
O 1.71 1.25 2.91
N -2.17 1.93 5.25
H 0.39 3.11 -0.93
C -3.32 1.60 -1.21
H -5.95 -1.82 -1.52
C -3.90 -2.52 -1.30
H -1.74 -2.63 -1.22
H 4.53 -2.53 -0.18
N 5.39 -0.22 -1.37
C -5.06 -1.59 -0.93
C 5.44 2.12 -1.08
C 1.62 1.40 -1.31
C 6.34 0.88 -1.26
C -2.30 -0.63 -0.84
H 0.91 -0.52 -2.09
C 3.26 -2.06 -1.87
H 7.03 0.72 -0.41
*
```

Calculated values
Frontier orbital gap: 4.539 eV
Molecular weight: 510.594 g/mol
E_HOMO: -6.14 eV

Here are the Mulliken charges for atoms 1 to 5, given in e: H 0.335; H 0.473; H 0.402; H -0.016; C 0.489

---

The following is a quantum chemistry calculation of C30H30NOPt as an isolated structure at a distorted geometry, from the Open Molecules 2025 dataset.

```
! wB97M-V def2-TZVPD RIJCOSX def2/J DEFGRID3
* xyz 1 5
C -0.78 2.79 1.08
H 5.16 1.61 -3.23
C -7.15 -2.55 2.40
H 1.49 0.16 4.11
H 1.52 -1.23 1.71
H -7.49 0.60 1.11
C 3.67 -2.47 -1.49
H -1.30 3.67 0.72
C 0.01 0.98 -2.16
H -3.16 2.09 -2.21
C 3.61 0.68 -4.42
C 2.89 -1.51 -3.65
H 2.09 -0.53 -5.39
H 3.47 -2.68 0.62
C -7.77 -1.35 2.04
C 2.80 -0.45 -4.56
H 5.36 -0.27 -1.65
H -0.28 -1.23 -2.26
C 0.87 1.30 1.70
C 0.59 2.57 1.07
H -5.09 0.21 0.61
C -1.45 1.63 1.71
H -2.30 1.75 2.38
H -0.64 3.11 -2.18
H -8.83 -1.19 2.24
H 1.08 1.08 -2.31
C -2.79 -0.93 0.90
H 4.61 -3.03 -1.46
C -0.34 0.70 2.05
C -0.70 -0.24 -2.14
H -0.44 -0.26 2.56
N 3.43 -2.00 -0.13
H -2.96 -0.63 -2.19
H -5.31 -3.69 2.42
C -5.69 -0.55 1.13
H 3.24 0.46 4.03
C -5.02 -1.73 1.56
C 3.73 -1.39 -2.54
Pt -2.01 0.48 0.01
C -0.90 2.06 -2.06
C 4.52 0.74 -3.36
C -2.24 1.54 -2.01
C 2.26 0.80 3.68
C 4.61 -0.31 -2.45
H 3.54 1.49 -5.14
C -7.03 -0.34 1.40
H 3.18 -1.15 2.30
H 2.12 1.83 4.05
H -7.74 -3.33 2.89
O 2.98 0.21 -0.55
H 3.27 1.88 0.58
C 3.30 1.79 1.67
H 2.87 -3.18 -1.74
H 4.29 1.44 1.98
C 2.22 0.82 2.15
C -2.13 0.06 -2.07
H 1.37 3.23 0.69
C -3.62 -1.75 1.39
C -5.79 -2.75 2.15
C 2.97 -0.75 0.21
H 2.28 -2.41 -3.75
H 3.11 2.78 2.12
C 2.45 -0.65 1.65
*
```

Calculated values
Frontier orbital gap (alpha / beta): 6.936 / 4.849 eV
Molecular weight: 615.654 g/mol
E_HOMO (alpha / beta): -9.50 / -10.62 eV

Here are the Mulliken charges for atoms 1 to 5, given in e: C -1.154; H 0.414; C -0.505; H 0.354; H 0.332

---

E_tot across the listed records, respectively: -1680.9379; -1409.9647 Ha.